# 1
{
  "formula": "C57H136BN8O25",
  "method": "the ωB97M-V functional and the def2-TZVPD basis",
  "species": ["O", "C", "O", "B", "O", "C", "O", "O", "C", "O", "C", "O", "O", "C", "C", "C", "O", "H", "H", "H", "H", "H", "H", "H", "H", "C", "C", "C", "O", "H", "H", "H", "H", "H", "H", "H", "H", "C", "C", "C", "O", "H", "H", "H", "H", "H", "H", "H", "H", "C", "O", "C", "C", "N", "C", "C", "O", "C", "H", "H", "H", "H", "H", "H", "H", "H", "H", "H", "H", "H", "H", "H", "H", "C", "O", "C", "C", "N", "C", "C", "O", "C", "H", "H", "H", "H", "H", "H", "H", "H", "H", "H", "H", "H", "H", "H", "H", "C", "O", "C", "C", "N", "C", "C", "O", "C", "H", "H", "H", "H", "H", "H", "H", "H", "H", "H", "H", "H", "H", "H", "H", "C", "O", "C", "C", "N", "C", "C", "O", "C", "H", "H", "H", "H", "H", "H", "H", "H", "H", "H", "H", "H", "H", "H", "H", "C", "O", "C", "C", "N", "C", "C", "O", "C", "H", "H", "H", "H", "H", "H", "H", "H", "H", "H", "H", "H", "H", "H", "H", "C", "O", "C", "C", "N", "C", "C", "O", "C", "H", "H", "H", "H", "H", "H", "H", "H", "H", "H", "H", "H", "H", "H", "H", "C", "C", "C", "O", "C", "N", "H", "H", "H", "H", "H", "H", "H", "H", "H", "H", "H", "C", "C", "C", "O", "C", "N", "H", "H", "H", "H", "H", "H", "H", "H", "H", "H", "H"],
  "xyz": [[0.516, 0.460, 2.648], [0.352, 0.344, 1.433], [1.269, 0.594, 0.492], [0.691, 0.407, -0.868], [-0.674, -0.252, -0.632], [-0.888, -0.270, 0.697], [-1.861, -0.715, 1.331], [1.558, -0.384, -1.785], [1.941, 0.393, -2.789], [2.713, 0.021, -3.665], [1.322, 1.795, -2.614], [0.581, 1.739, -1.550], [1.483, 2.711, -3.403], [2.185, 3.794, 0.950], [3.273, 4.696, 0.313], [3.439, 4.312, -1.178], [2.863, 6.058, 0.528], [2.646, 2.820, 1.111], [1.315, 3.571, 0.332], [1.975, 4.197, 1.941], [4.229, 4.515, 0.804], [2.578, 4.542, -1.806], [3.634, 3.258, -1.375], [4.232, 4.822, -1.726], [1.909, 6.121, 0.433], [-1.615, -3.001, -4.697], [-0.145, -2.619, -4.952], [0.893, -3.131, -3.947], [0.204, -3.086, -6.254], [-2.203, -2.660, -5.549], [-1.964, -2.481, -3.805], [-1.670, -4.057, -4.434], [-0.078, -1.534, -4.868], [0.636, -2.761, -2.955], [1.930, -2.869, -4.157], [0.863, -4.216, -3.844], [0.246, -4.044, -6.203], [0.337, 6.120, -4.831], [-0.595, 5.698, -3.710], [-1.521, 4.629, -4.237], [0.159, 5.080, -2.684], [1.050, 6.861, -4.470], [-0.188, 6.520, -5.699], [0.912, 5.249, -5.146], [-1.171, 6.571, -3.403], [-1.848, 4.955, -5.224], [-2.399, 4.468, -3.612], [-0.983, 3.683, -4.301], [0.690, 4.386, -3.079], [0.106, 2.750, -7.420], [0.201, 1.282, -7.472], [1.111, 0.668, -6.593], [2.527, 0.707, -7.175], [2.629, -0.104, -8.429], [2.448, -1.547, -8.314], [2.577, -2.287, -9.669], [3.703, -1.780, -10.371], [3.958, -2.535, -11.545], [1.048, 3.272, -7.251], [-0.636, 3.051, -6.681], [-0.336, 3.185, -8.316], [0.848, -0.365, -6.365], [1.055, 1.117, -5.602], [3.297, 0.397, -6.469], [2.780, 1.745, -7.390], [1.804, 0.280, -8.868], [1.457, -1.802, -7.938], [3.051, -2.055, -7.561], [1.660, -2.108, -10.230], [2.753, -3.332, -9.413], [3.138, -2.576, -12.262], [4.210, -3.501, -11.107], [4.850, -2.274, -12.113], [-5.104, 3.770, -1.551], [-4.294, 3.548, -0.447], [-2.908, 3.731, -0.890], [-2.089, 3.350, 0.342], [-2.079, 4.473, 1.254], [-1.436, 3.988, 2.475], [-1.488, 5.079, 3.523], [-2.781, 5.024, 4.155], [-3.022, 5.733, 5.341], [-6.137, 3.736, -1.203], [-5.004, 3.029, -2.344], [-4.969, 4.774, -1.954], [-2.642, 4.703, -1.305], [-2.689, 2.943, -1.611], [-1.072, 3.087, 0.049], [-2.524, 2.474, 0.823], [-2.997, 4.854, 1.430], [-0.382, 3.729, 2.371], [-1.932, 3.106, 2.880], [-1.340, 6.078, 3.113], [-0.674, 4.892, 4.222], [-2.908, 6.816, 5.286], [-2.408, 5.442, 6.194], [-4.031, 5.573, 5.722], [-4.514, -5.293, 2.619], [-3.726, -4.565, 3.563], [-2.450, -4.144, 3.068], [-1.670, -3.504, 4.284], [-1.978, -2.075, 4.429], [-1.079, -1.355, 5.352], [-1.723, -0.019, 5.699], [-0.912, 0.895, 6.458], [-1.665, 2.005, 6.759], [-5.366, -5.669, 3.186], [-3.943, -6.102, 2.164], [-4.948, -4.636, 1.864], [-2.591, -3.441, 2.247], [-2.048, -5.081, 2.682], [-0.595, -3.673, 4.234], [-2.051, -3.994, 5.180], [-1.965, -1.513, 3.590], [-0.092, -1.239, 4.905], [-0.935, -1.814, 6.330], [-2.637, -0.216, 6.260], [-1.984, 0.554, 4.809], [-2.591, 1.752, 7.276], [-2.008, 2.539, 5.873], [-1.058, 2.684, 7.357], [-4.404, 0.506, 2.908], [-5.744, 0.109, 3.320], [-5.985, -1.322, 3.433], [-5.484, -1.818, 4.766], [-6.517, -1.648, 5.848], [-6.306, -2.615, 6.959], [-4.982, -2.478, 7.765], [-5.014, -1.353, 8.598], [-3.911, -1.091, 9.463], [-3.660, -0.107, 3.417], [-4.319, 1.591, 2.961], [-4.283, 0.345, 1.836], [-5.347, -1.773, 2.672], [-7.041, -1.525, 3.259], [-4.522, -1.383, 5.036], [-5.252, -2.874, 4.628], [-6.525, -0.734, 6.278], [-6.585, -3.594, 6.569], [-7.133, -2.522, 7.664], [-4.121, -2.374, 7.105], [-4.803, -3.345, 8.402], [-3.759, -1.852, 10.229], [-3.938, -0.102, 9.920], [-3.025, -1.138, 8.830], [7.853, -2.750, 4.116], [7.327, -3.455, 2.948], [6.006, -3.889, 3.043], [4.982, -2.695, 2.870], [5.012, -2.024, 1.572], [3.987, -0.983, 1.571], [4.404, 0.104, 0.553], [5.589, 0.792, 0.917], [6.171, 1.471, -0.177], [7.241, -1.867, 4.297], [8.850, -2.429, 3.814], [7.843, -3.285, 5.065], [5.774, -4.372, 3.992], [5.849, -4.624, 2.253], [5.243, -2.053, 3.711], [3.962, -3.034, 3.052], [5.837, -1.442, 1.543], [3.947, -0.428, 2.508], [2.972, -1.298, 1.328], [3.649, 0.881, 0.430], [4.584, -0.389, -0.403], [7.049, 2.015, 0.172], [5.527, 2.224, -0.631], [6.562, 0.786, -0.930], [-3.887, -0.988, -1.877], [-4.917, -1.867, -1.530], [-5.207, -1.906, -0.117], [-6.378, -2.884, 0.094], [-6.050, -4.211, -0.489], [-7.064, -5.262, -0.538], [-6.368, -6.640, -0.958], [-5.857, -6.640, -2.303], [-6.863, -6.727, -3.317], [-3.749, -0.952, -2.957], [-2.902, -1.116, -1.426], [-4.061, 0.063, -1.648], [-5.427, -0.908, 0.262], [-4.324, -2.255, 0.419], [-7.356, -2.654, -0.330], [-6.524, -2.963, 1.171], [-5.682, -4.002, -1.406], [-7.970, -5.055, -1.107], [-7.392, -5.377, 0.495], [-6.991, -7.519, -0.793], [-5.512, -6.796, -0.302], [-7.709, -6.043, -3.247], [-7.232, -7.744, -3.452], [-6.402, -6.526, -4.284], [2.729, 2.249, 6.646], [2.432, 1.967, 5.167], [3.759, 1.883, 4.356], [4.344, 3.205, 4.287], [5.463, 3.258, 3.410], [1.599, 0.746, 5.114], [1.832, 2.546, 7.190], [3.331, 3.137, 6.840], [3.053, 1.365, 7.194], [1.813, 2.779, 4.788], [3.549, 1.615, 3.321], [4.425, 1.231, 4.921], [5.808, 4.281, 3.261], [5.219, 2.894, 2.412], [6.381, 2.895, 3.872], [1.316, 0.764, 4.145], [0.765, 0.797, 5.682], [5.574, 1.302, -5.065], [6.026, -0.175, -5.011], [6.424, -0.640, -3.631], [6.923, -1.963, -3.724], [7.608, -2.244, -2.526], [5.006, -1.097, -5.608], [6.460, 1.902, -4.857], [4.863, 1.620, -4.302], [5.065, 1.646, -5.964], [6.867, -0.294, -5.694], [5.591, -0.565, -2.932], [7.211, 0.051, -3.326], [7.987, -3.266, -2.483], [7.032, -2.007, -1.631], [8.558, -1.712, -2.473], [4.205, -0.934, -5.015], [5.424, -1.950, -5.266]],
  "e_above_lowest_kj_mol": 0.0,
  "lumo_energy_ev": 1.8,
  "total_charge": -1,
  "homo_lumo_gap_ha": 0.2975,
  "e_tot_ev": -125095.453
}

# 2
{
  "formula": "C3H8",
  "method": "the ωB97M-V functional and the def2-TZVPD basis",
  "species": ["C", "C", "C", "H", "H", "H", "H", "H", "H", "H", "H"],
  "xyz": [[-0.453, 1.238, 0.957], [-1.108, 0.442, 0.078], [1.265, -1.333, -0.850], [0.073, 0.954, 1.859], [-0.328, 2.244, 0.729], [-1.088, -0.693, 0.324], [-1.774, 0.661, -0.738], [1.607, -1.287, 0.209], [1.872, -1.783, -1.628], [1.012, -0.258, -1.140], [0.407, -1.923, -0.727]],
  "e_above_lowest_kj_mol": 163.5,
  "lumo_energy_ev": 1.2,
  "total_charge": 0,
  "homo_lumo_gap_ha": 0.4087,
  "e_tot_ev": -3239.058,
  "smiles": "C=C.C"
}

# 3
{
  "formula": "C5H11NO",
  "method": "the ωB97M-V functional and the def2-TZVPD basis",
  "species": ["C", "C", "C", "C", "N", "C", "H", "H", "H", "H", "H", "H", "H", "H", "H", "H", "H", "O"],
  "xyz": [[2.115, 0.498, -0.205], [1.068, -0.284, 0.548], [-0.260, -0.641, 0.006], [-0.961, -0.289, -1.119], [-0.532, 0.133, -2.448], [-1.315, 1.004, -3.027], [2.750, 0.030, -1.185], [2.928, 0.808, 0.576], [1.611, 1.381, -0.539], [0.875, 0.197, 1.581], [1.484, -1.301, 0.748], [-0.833, -1.240, 0.779], [-2.016, -0.594, -0.865], [-1.027, 1.722, -3.705], [-2.360, 0.986, -2.710], [-0.739, -1.283, 4.303], [-1.228, -0.269, 3.292], [-1.561, -0.856, 3.970]],
  "e_above_lowest_kj_mol": 426.1,
  "spin_multiplicity": 2,
  "lumo_energy_ev": [-5.4, -8.5],
  "total_charge": 1,
  "homo_lumo_gap_ha": [0.3409, 0.2257],
  "e_tot_ev": -8888.920,
  "s2": 0.7606
}

# 4
{
  "formula": "C24H50AlClF4N4O5PS",
  "method": "the ωB97M-V functional and the def2-TZVPD basis",
  "species": ["C", "C", "C", "C", "C", "C", "C", "C", "C", "N", "C", "O", "C", "C", "C", "C", "C", "N", "C", "C", "C", "C", "S", "O", "O", "Cl", "C", "C", "C", "C", "C", "N", "P", "N", "O", "O", "H", "H", "H", "H", "H", "H", "H", "H", "H", "H", "H", "H", "H", "H", "H", "H", "H", "H", "H", "H", "H", "H", "H", "H", "H", "H", "H", "H", "H", "H", "H", "H", "H", "H", "H", "H", "H", "H", "H", "H", "H", "H", "H", "H", "H", "H", "H", "H", "H", "H", "F", "Al", "F", "F", "F"],
  "xyz": [[3.439, -4.500, 0.318], [4.896, -4.302, -0.107], [5.672, -3.150, 0.580], [4.839, -2.141, 1.377], [3.952, -1.162, 0.570], [4.061, -1.220, -0.956], [3.194, -0.181, -1.689], [1.901, -0.732, -2.316], [0.631, -0.813, -1.439], [0.792, -0.398, -0.045], [-0.496, -0.374, 0.505], [-0.733, -0.464, 1.669], [-1.579, -0.253, -0.582], [-2.383, 1.032, -0.288], [-1.598, 2.320, 0.011], [-1.795, 2.896, 1.414], [-1.530, 4.409, 1.419], [-1.129, 5.017, 2.675], [-2.529, -1.481, -0.450], [-3.457, -1.540, 0.772], [-3.998, -2.956, 0.974], [-2.970, -4.011, 1.367], [-2.563, -4.030, 3.096], [-1.486, -4.932, 3.314], [-2.603, -2.725, 3.656], [-4.250, -4.985, 3.787], [-0.719, -0.172, -1.927], [-0.630, 1.275, -2.562], [0.590, 2.173, -2.296], [0.274, 3.667, -2.337], [1.414, 4.512, -1.768], [1.593, 4.474, -0.323], [-1.280, -1.167, -3.374], [-0.364, -0.998, -4.605], [-2.781, -0.649, -3.612], [-1.544, -2.693, -2.909], [3.054, -5.446, -0.068], [3.341, -4.533, 1.405], [2.784, -3.705, -0.046], [4.935, -4.170, -1.192], [5.422, -5.240, 0.092], [6.256, -2.609, -0.169], [6.406, -3.591, 1.259], [4.218, -2.694, 2.084], [5.523, -1.555, 1.996], [4.211, -0.135, 0.851], [2.909, -1.293, 0.863], [5.107, -1.065, -1.235], [3.791, -2.214, -1.325], [3.773, 0.259, -2.504], [2.986, 0.649, -1.006], [2.115, -1.746, -2.661], [1.658, -0.169, -3.210], [0.383, -1.881, -1.353], [1.296, 0.466, 0.118], [-3.065, 1.200, -1.134], [-3.022, 0.823, 0.566], [-1.917, 3.091, -0.698], [-0.528, 2.160, -0.174], [-2.819, 2.695, 1.741], [-1.136, 2.416, 2.144], [-0.765, 4.632, 0.661], [-2.440, 4.924, 1.093], [-0.227, 4.654, 2.967], [-1.799, 4.747, 3.400], [-3.159, -1.570, -1.338], [-1.904, -2.376, -0.458], [-2.963, -1.191, 1.678], [-4.321, -0.894, 0.603], [-4.464, -3.295, 0.043], [-4.786, -2.952, 1.730], [-3.326, -5.021, 1.174], [-1.998, -3.900, 0.877], [-0.683, 1.167, -3.647], [-1.530, 1.825, -2.285], [1.336, 1.995, -3.074], [1.083, 1.918, -1.355], [-0.656, 3.886, -1.804], [0.122, 3.964, -3.382], [1.273, 5.557, -2.053], [2.351, 4.191, -2.240], [1.576, 3.531, 0.047], [0.880, 5.008, 0.158], [-0.028, -1.838, -5.057], [-3.121, -0.083, -2.905], [-0.771, -3.241, -3.112], [-3.043, 4.236, 4.730], [-4.451, 4.584, 5.618], [-4.472, 6.227, 5.985], [-4.450, 3.668, 7.030], [-5.779, 4.186, 4.656]],
  "e_above_lowest_kj_mol": 0.0,
  "lumo_energy_ev": 1.4,
  "total_charge": -1,
  "homo_lumo_gap_ha": 0.2880,
  "e_tot_ev": -92023.007
}

# 5
{
  "formula": "CH14O6",
  "method": "the ωB97M-V functional and the def2-TZVPD basis",
  "species": ["C", "O", "H", "H", "H", "H", "H", "H", "O", "H", "H", "O", "H", "H", "O", "H", "H", "O", "H", "H", "O"],
  "xyz": [[1.122, -0.018, -2.610], [-0.108, -0.262, -1.938], [1.043, 1.007, -3.092], [1.395, -0.732, -3.483], [2.018, -0.065, -1.948], [-0.470, 0.404, -1.324], [-0.410, 1.278, 0.695], [-1.878, 1.205, 0.207], [-0.981, 1.426, -0.080], [0.219, -0.116, 1.711], [1.058, 0.682, 2.805], [0.342, 0.741, 2.172], [0.615, -2.240, 4.930], [-0.765, -1.855, 4.420], [0.130, -1.550, 4.501], [-1.599, 0.938, -2.631], [-1.575, 2.454, -2.746], [-2.146, 1.699, -2.924], [0.396, -2.120, 1.051], [0.597, -1.304, -0.282], [0.997, -1.570, 0.564]],
  "e_above_lowest_kj_mol": 83.1,
  "lumo_energy_ev": 0.3,
  "total_charge": 0,
  "homo_lumo_gap_ha": 0.4016,
  "e_tot_ev": -13548.800,
  "smiles": "CO.O.O.O.O.O"
}

# 6
{
  "formula": "C12H10N2O17S3V",
  "method": "the ωB97M-V functional and the def2-TZVPD basis",
  "species": ["O", "V", "S", "O", "O", "O", "O", "S", "O", "O", "O", "O", "S", "O", "O", "O", "O", "C", "C", "C", "C", "C", "C", "N", "O", "O", "H", "H", "H", "H", "H", "C", "C", "C", "C", "C", "C", "N", "O", "O", "H", "H", "H", "H", "H"],
  "xyz": [[0.221, 0.998, -2.095], [-0.307, 2.498, -2.085], [-3.433, 2.228, -0.817], [-3.592, 1.335, 0.333], [-2.053, 1.834, -1.423], [-4.408, 1.973, -1.891], [-3.455, 3.642, -0.438], [1.261, 3.906, -0.280], [1.487, 3.304, -1.677], [2.295, 3.369, 0.598], [1.149, 5.353, -0.247], [-0.141, 3.398, -0.129], [-1.436, 4.297, -3.779], [-1.155, 4.487, -2.322], [-2.859, 4.182, -4.015], [-0.858, 5.377, -4.576], [-0.741, 2.923, -3.957], [-2.331, -2.779, -1.674], [-2.755, -4.096, -1.537], [-2.655, -4.700, -0.289], [-2.309, -3.955, 0.842], [-1.843, -2.643, 0.658], [-1.809, -2.044, -0.601], [-2.374, -4.567, 2.099], [-3.276, -5.494, 2.268], [-1.549, -4.258, 3.039], [-2.384, -2.230, -2.612], [-3.004, -4.620, -2.453], [-2.993, -5.729, -0.256], [-1.334, -2.174, 1.491], [-1.538, -1.005, -0.805], [5.095, 0.221, 3.051], [5.008, -1.081, 2.590], [3.937, -1.475, 1.804], [2.874, -0.615, 1.626], [2.991, 0.705, 1.968], [4.101, 1.120, 2.699], [1.656, -1.085, 0.940], [1.425, -2.283, 0.975], [1.025, -0.219, 0.395], [5.970, 0.561, 3.593], [5.791, -1.807, 2.779], [3.811, -2.525, 1.571], [2.322, 1.510, 1.665], [4.174, 2.163, 2.977]],
  "e_above_lowest_kj_mol": 0.0,
  "spin_multiplicity": 2,
  "lumo_energy_ev": [7.0, 7.0],
  "total_charge": -4,
  "homo_lumo_gap_ha": [0.1136, 0.1613],
  "e_tot_ev": -108578.597,
  "s2": 0.7642
}

# 7
{
  "formula": "CH3FO2S",
  "method": "the ωB97M-V functional and the def2-TZVPD basis",
  "species": ["C", "O", "O", "F", "S", "H", "H", "H"],
  "xyz": [[-0.670, 1.464, 0.189], [-2.340, -0.108, -1.049], [-1.935, -0.704, 1.367], [-0.075, 1.477, -1.131], [-1.454, -0.201, 0.091], [-1.389, 2.303, 0.162], [0.205, 1.487, 1.004], [-0.372, -1.099, -0.097]],
  "e_above_lowest_kj_mol": 131.1,
  "lumo_energy_ev": 0.4,
  "total_charge": 0,
  "homo_lumo_gap_ha": 0.4333,
  "e_tot_ev": -18731.145,
  "smiles": "O=[SH](=O)CF"
}

# 8
{
  "formula": "C5H9NO",
  "method": "the ωB97M-V functional and the def2-TZVPD basis",
  "species": ["C", "C", "C", "C", "N", "C", "O", "H", "H", "H", "H", "H", "H", "H", "H", "H"],
  "xyz": [[-0.525, -0.835, 1.954], [-0.295, -0.183, 0.616], [-0.061, 1.304, 0.634], [1.138, 0.335, -2.140], [0.033, -0.224, -1.861], [-0.371, -0.986, -0.470], [-0.632, -2.146, -0.779], [-1.405, -0.414, 2.462], [0.332, -0.683, 2.628], [-0.681, -1.911, 1.843], [-0.774, 1.777, 1.324], [-0.207, 1.785, -0.338], [0.940, 1.584, 1.000], [1.436, 0.544, -3.167], [1.798, 0.603, -1.320], [-0.551, -0.557, -2.628]],
  "e_above_lowest_kj_mol": 286.2,
  "lumo_energy_ev": -0.3,
  "total_charge": 0,
  "homo_lumo_gap_ha": 0.2459,
  "e_tot_ev": -8866.246
}